3 unconnected molecules or ions with the total composition C12H29F3NO8PS3, computed with ωB97M-V/def2-TZVPD.

Atoms and positions in Å:
C1 1.092 2.210 0.758
C2 1.307 0.825 1.382
C3 2.725 0.555 1.890
C4 3.211 -0.884 1.708
P1 2.520 -2.332 2.607
C5 0.715 -2.430 2.171
N1 -0.227 -1.561 2.879
S1 2.564 -1.590 4.665
O1 3.789 -2.137 5.194
O2 2.248 -0.198 4.847
C6 1.231 -2.537 5.609
F1 0.875 -3.646 4.949
F2 0.160 -1.815 5.824
F3 1.749 -2.887 6.767
H1 1.866 2.908 1.075
H2 1.062 2.162 -0.329
H3 0.134 2.623 1.076
H4 1.019 0.046 0.676
H5 0.659 0.762 2.254
H6 3.421 1.197 1.340
H7 2.793 0.852 2.931
H8 4.290 -0.938 1.860
H9 3.041 -1.191 0.669
H10 0.459 -3.477 2.318
H11 0.704 -2.248 1.094
H12 -0.930 -2.126 3.339
H13 -0.735 -0.975 2.228
C7 -1.074 2.392 -5.649
C8 0.090 1.521 -5.229
O3 1.341 2.247 -5.161
S2 1.568 3.186 -3.903
C9 3.297 3.424 -4.101
O4 1.305 2.426 -2.719
O5 0.889 4.428 -4.098
H14 -1.309 3.139 -4.892
H15 -1.954 1.767 -5.804
H16 -0.846 2.915 -6.578
H17 -0.088 1.042 -4.265
H18 0.280 0.741 -5.963
H19 3.800 2.470 -3.975
H20 3.603 4.126 -3.329
H21 3.479 3.841 -5.088
C10 -3.459 -3.588 0.310
C11 -3.410 -2.632 -0.863
O6 -4.168 -1.419 -0.635
S3 -3.521 -0.323 0.311
C12 -4.594 1.004 -0.102
O7 -2.196 -0.045 -0.154
O8 -3.715 -0.693 1.679
H22 -2.943 -3.182 1.179
H23 -2.981 -4.527 0.030
H24 -4.490 -3.790 0.597
H25 -2.386 -2.360 -1.124
H26 -3.875 -3.069 -1.743
H27 -4.450 1.259 -1.147
H28 -4.316 1.837 0.540
H29 -5.618 0.698 0.095

The calculation puts the highest occupied orbital energy at -8.93 eV. The value obtained for the LUMO energy is 0.010 hartree. As for the SMILES: CCCCP(CN)S(=O)(=O)C(F)(F)F.CCOS(C)(=O)=O.CCOS(C)(=O)=O. The calculation puts the gap between HOMO and LUMO at 9.21 eV.

A molecular structure, C23H42CeNO3P2, computed with ωB97M-V/def2-TZVPD.

Atoms and positions in Å:
C1 -0.699 1.188 -5.206
C2 -0.679 0.626 -3.925
N1 0.222 1.071 -2.988
C3 0.991 2.155 -3.259
C4 0.970 2.793 -4.507
C5 0.114 2.293 -5.509
C6 -1.615 -0.488 -3.593
P1 -2.270 -0.595 -1.904
Ce1 0.219 -0.084 -0.640
P2 2.464 1.648 -0.832
C7 1.909 2.773 -2.191
O1 -0.468 -2.793 -4.053
O2 0.142 -2.997 -1.736
H1 -1.385 0.767 -5.942
H2 1.593 3.662 -4.678
H3 0.088 2.740 -6.494
C8 -3.714 0.526 -1.992
C9 -3.091 -2.219 -1.832
H4 2.784 3.207 -2.695
H5 1.356 3.618 -1.736
H6 -0.998 -1.695 -3.931
H7 -2.450 -0.498 -4.327
C10 2.869 2.907 0.444
C11 4.157 1.279 -1.449
H8 1.071 -2.203 -1.082
H9 0.566 -3.840 -1.480
H10 0.020 -2.964 -3.083
H11 0.131 -2.681 -4.808
H12 -0.545 1.560 -0.289
H13 1.531 -1.690 -0.520
H14 -4.508 0.066 -2.599
H15 -4.097 0.708 -0.977
H16 -3.429 1.493 -2.430
H17 -3.946 -2.234 -2.522
H18 -2.385 -3.028 -2.066
H19 -3.453 -2.355 -0.802
H20 4.810 2.170 -1.420
H21 4.589 0.499 -0.806
H22 4.107 0.885 -2.478
H23 3.785 3.468 0.196
H24 2.029 3.605 0.577
H25 3.031 2.376 1.393
C12 -2.018 1.966 2.221
C13 -0.607 1.969 2.840
C14 -0.441 3.217 3.724
C15 -0.321 0.668 3.573
C16 -0.367 0.546 4.951
C17 -0.164 -0.691 5.567
C18 0.123 -1.821 4.798
C19 0.216 -1.741 3.415
C20 0.536 -2.971 2.577
C21 1.866 -3.599 2.996
C22 -0.581 -4.014 2.693
C23 -0.016 -0.489 2.799
O3 0.055 -0.394 1.482
H26 -2.781 1.978 3.023
H27 -2.181 1.069 1.600
H28 -2.156 2.856 1.585
H29 0.113 2.056 2.007
H30 -1.220 3.250 4.498
H31 0.540 3.214 4.213
H32 -0.522 4.125 3.108
H33 -0.580 1.432 5.563
H34 -0.230 -0.775 6.654
H35 0.281 -2.788 5.287
H36 0.626 -2.675 1.524
H37 1.832 -3.927 4.042
H38 2.089 -4.469 2.366
H39 2.683 -2.876 2.888
H40 -1.541 -3.599 2.359
H41 -0.350 -4.894 2.080
H42 -0.697 -4.339 3.736

Its spin multiplicity is 2. The calculation puts the highest occupied orbital energy (alpha / beta) at -7.09 / -7.14 eV. The value obtained for the LUMO energy (alpha / beta) is 0.007 / 0.006 hartree. As for the expectation value of S²: 0.751. The calculation puts the gap between HOMO and LUMO (alpha / beta) at 7.27 / 7.32 eV.

2 unconnected molecules or ions with the total composition C9H10O6, computed with ωB97M-V/def2-TZVPD.

Atoms and positions in Å:
C1 -5.035 0.989 -1.405
O1 -4.243 1.802 -0.497
C2 -2.935 2.015 -0.987
O2 -2.694 2.158 -2.216
O3 -1.786 2.088 -0.098
O4 -1.456 0.823 0.284
C3 -0.079 0.585 -0.043
O5 0.367 1.131 -1.094
C4 0.943 -0.255 0.821
C5 0.899 -0.268 2.368
C6 1.969 -1.082 3.134
C7 3.089 -1.894 2.402
C8 3.111 -1.921 0.846
C9 2.029 -1.096 0.058
H1 -5.657 0.262 -0.756
H2 -5.779 1.639 -1.990
H3 -4.429 0.339 -2.118
H4 0.113 0.325 2.952
H5 1.993 -1.112 4.282
H6 3.884 -2.467 2.995
H7 3.909 -2.509 0.271
H8 2.054 -1.123 -1.081
O6 3.038 -0.450 -2.569
H9 3.997 -0.344 -2.596
H10 2.701 0.366 -2.962

The calculation puts the highest occupied orbital energy at -9.01 eV. The value obtained for the LUMO energy is -0.011 hartree. As for the SMILES: COC(=O)OOC(=O)c1ccccc1.O. The calculation puts the gap between HOMO and LUMO at 8.72 eV.

8 unconnected molecules or ions with the total composition C26H38N8O3Si, computed with ωB97M-V/def2-TZVPD.

Atoms and positions in Å:
C1 0.485 -3.981 -4.644
C2 1.793 -3.582 -3.769
O1 2.185 -4.308 -2.794
O2 2.445 -2.344 -4.166
C3 1.652 -1.271 -3.567
C4 2.357 0.149 -3.840
Si1 1.536 1.638 -2.933
C5 2.384 2.085 -1.261
C6 1.582 1.199 -0.003
C7 0.266 2.026 0.698
O3 1.720 1.776 1.390
C8 -0.392 1.418 -2.713
C9 -1.251 2.538 -3.315
C10 -2.805 2.493 -3.155
C11 -3.240 1.226 -2.348
C12 -2.173 0.220 -1.880
N1 -0.742 0.215 -2.005
H1 0.628 -3.703 -5.757
H2 -0.363 -3.284 -4.258
H3 0.186 -5.090 -4.502
H4 0.585 -1.274 -4.032
H5 1.621 -1.436 -2.427
H6 2.340 0.344 -4.989
H7 3.460 0.083 -3.515
H8 1.772 2.810 -3.815
H9 2.287 3.183 -0.954
H10 3.449 1.660 -1.222
H11 1.475 -0.014 -0.157
H12 0.274 2.931 1.385
H13 0.304 2.716 -0.260
H14 -0.761 3.409 -3.879
H15 -3.533 3.290 -3.549
H16 -4.350 1.046 -2.111
H17 -2.589 -0.714 -1.320
C13 1.535 -0.592 3.654
C14 1.740 -0.822 5.126
N2 1.905 -1.006 6.302
H18 1.417 0.475 3.457
H19 2.395 -0.964 3.096
H20 0.639 -1.117 3.319
C15 2.643 -3.766 0.946
C16 1.614 -2.670 1.030
N3 0.793 -1.793 1.098
H21 2.698 -4.301 1.896
H22 2.371 -4.470 0.156
H23 3.622 -3.338 0.719
C17 1.669 6.234 -4.242
C18 1.706 5.647 -2.858
N4 1.734 5.178 -1.753
H24 1.095 5.584 -4.906
H25 1.201 7.219 -4.215
H26 2.685 6.332 -4.631
C19 -0.691 -1.749 8.614
C20 -1.705 -1.791 9.724
N5 -2.515 -1.825 10.611
H27 0.242 -1.316 8.979
H28 -0.496 -2.759 8.250
H29 -1.067 -1.140 7.789
C21 -5.606 5.852 -4.506
C22 -4.330 5.167 -4.912
N6 -3.311 4.619 -5.236
H30 -6.461 5.338 -4.948
H31 -5.705 5.838 -3.418
H32 -5.596 6.888 -4.849
C23 0.528 -4.579 6.450
C24 0.804 -4.971 5.023
N7 1.020 -5.281 3.884
H33 1.196 -5.123 7.120
H34 0.691 -3.507 6.579
H35 -0.506 -4.816 6.708
C25 -2.494 -2.277 2.097
C26 -2.289 -2.506 3.570
N8 -2.125 -2.688 4.746
H36 -2.610 -1.209 1.900
H37 -1.634 -2.649 1.538
H38 -3.391 -2.801 1.761

The calculation puts the highest occupied orbital energy at -8.12 eV. The value obtained for the LUMO energy is -0.003 hartree. As for the SMILES: CC(=O)OCC[Si@H](C[C@@H]1CO1)c1ccccn1.CC#N.CC#N.CC#N.CC#N.CC#N.CC#N.CC#N. The calculation puts the gap between HOMO and LUMO at 8.03 eV.

2 unconnected molecules or ions with the total composition C11H24BN5O7PS, computed with ωB97M-V/def2-TZVPD.

Atoms and positions in Å:
C1 1.177 -3.781 -0.054
C2 -0.356 -3.615 -0.535
O1 -1.007 -2.671 0.376
C3 -2.287 -2.414 -0.168
O2 -3.016 -3.364 -0.561
C4 -2.934 -0.938 -0.281
C5 -3.245 -0.517 -1.788
C6 -1.971 -0.086 -2.661
C7 -0.581 -0.194 -1.924
N1 -0.112 0.336 -0.689
C8 1.296 -0.018 -0.473
N2 1.961 0.361 0.618
P1 1.019 1.289 1.851
C9 1.417 0.599 3.584
C10 1.689 3.069 1.803
C11 0.538 4.127 1.440
N3 1.708 -0.791 -1.622
N4 0.603 -0.873 -2.434
B1 0.847 -1.616 -3.714
N5 2.035 -1.155 -4.548
O3 0.040 -2.675 -4.227
H1 1.445 -2.972 0.700
H2 1.820 -3.682 -0.996
H3 1.322 -4.841 0.333
H4 -0.811 -4.667 -0.491
H5 -0.433 -3.159 -1.579
H6 -2.363 -0.159 0.329
H7 -3.956 -1.040 0.242
H8 -3.975 0.372 -1.815
H9 -3.794 -1.404 -2.273
H10 -1.963 -0.709 -3.626
H11 -2.099 1.006 -2.978
H12 2.955 0.108 0.694
H13 1.727 -0.512 3.534
H14 0.444 0.615 4.197
H15 2.211 1.265 4.049
H16 2.497 3.128 0.983
H17 2.174 3.334 2.814
H18 0.554 4.295 0.302
H19 0.797 5.126 1.938
H20 -0.485 3.728 1.748
H21 2.651 -1.169 -1.796
H22 2.920 -1.505 -4.157
H23 2.065 -0.131 -4.359
H24 0.153 -2.625 -5.208
O4 -1.624 3.787 5.958
S1 -0.938 4.107 4.688
O5 0.533 4.018 4.879
O6 -1.297 5.477 4.257
O7 -1.354 3.134 3.639

The calculation puts the highest occupied orbital energy at -1.74 eV. Its total charge is -1. The value obtained for the LUMO energy is 0.012 hartree. The calculation puts the gap between HOMO and LUMO at 2.08 eV.

A molecular structure, C6H15Al2Br3F5KLiO7, computed with ωB97M-V/def2-TZVPD.

Atoms and positions in Å:
C1 -0.166 2.010 0.592
C2 -0.848 0.875 -0.213
O1 0.112 -0.074 -0.683
C3 -1.807 0.012 0.667
O2 -3.069 0.695 0.507
C4 -2.857 1.787 -0.288
O3 -3.474 2.776 -0.217
O4 -1.785 1.474 -1.132
H1 -0.127 2.959 0.050
H2 -0.690 2.123 1.552
H3 0.843 1.653 0.846
H4 0.229 -0.051 -1.639
H5 -1.873 -0.955 0.149
H6 -1.509 -0.111 1.709
Li1 2.360 1.485 2.012
F1 4.982 0.740 2.795
O5 3.111 -0.866 2.967
H7 3.681 -1.571 2.645
O6 -3.587 4.808 1.941
H8 -3.632 4.350 2.787
H9 -3.895 4.160 1.300
O7 -4.739 -0.309 -2.221
H10 -4.292 0.130 -1.475
H11 -5.450 -0.856 -1.779
K1 -1.139 -0.321 -3.025
Al1 2.655 -0.143 4.820
Br1 5.842 0.246 -0.716
C5 7.547 -0.502 -0.147
C6 7.441 -1.980 0.125
Br2 6.572 -2.336 1.829
H12 7.866 0.070 0.719
H13 8.228 -0.315 -0.974
H14 8.431 -2.421 0.213
H15 6.876 -2.512 -0.635
Br3 -6.337 1.308 -2.053
F2 -3.562 -3.478 -3.319
Al2 -5.113 -3.700 -2.611
F3 -5.206 -5.213 -1.851
F4 -6.308 -3.546 -3.811
F5 -5.312 -2.403 -1.438

The calculation puts the highest occupied orbital energy at -10.11 eV. Its total charge is +1. The value obtained for the LUMO energy is -0.326 hartree. The calculation puts the gap between HOMO and LUMO at 1.24 eV.

A molecular structure, C8H5N2O5Sc, computed with ωB97M-V/def2-TZVPD.

Atoms and positions in Å:
O1 -1.196 1.773 -1.210
C1 -0.513 1.850 -0.152
Sc1 0.002 0.261 -1.628
O2 3.414 1.162 -1.919
C2 2.325 0.896 -1.741
C3 1.282 1.021 0.401
O3 1.800 0.219 1.142
C4 0.067 3.084 1.424
O4 -0.008 2.642 2.582
C5 1.395 2.562 0.694
O5 2.376 3.217 0.547
H1 0.064 4.083 1.595
N1 -1.716 -3.165 -0.728
C6 -1.432 -3.063 0.634
C7 -0.691 -1.932 0.792
N2 -0.504 -1.365 -0.472
C8 -1.158 -2.130 -1.367
H2 -2.255 -3.908 -1.173
H3 -1.765 -3.781 1.364
H4 -0.264 -1.464 1.662
H5 -1.224 -1.963 -2.446

The calculation puts the highest occupied orbital energy (alpha / beta) at -15.90 / -15.89 eV. Its total charge is +2. The value obtained for the LUMO energy (alpha / beta) is -0.374 / -0.375 hartree. The calculation puts the gap between HOMO and LUMO (alpha / beta) at 5.73 / 5.69 eV.

A molecular structure, C29H18F3InN4O10, computed with ωB97M-V/def2-TZVPD.

Atoms and positions in Å:
In1 -1.085 1.197 -2.145
O1 -1.810 2.598 3.941
C1 -1.459 2.552 2.774
C2 -0.273 1.751 2.182
O2 0.672 1.307 2.867
C3 -0.630 1.651 0.750
C4 -1.764 2.406 0.427
O3 -2.290 2.443 -0.751
C5 -2.275 3.185 1.518
O4 -3.239 3.923 1.650
O5 -0.027 0.859 -0.104
C6 3.972 3.350 -2.088
C7 2.729 3.888 -2.113
C8 1.500 2.910 -2.261
C9 1.909 1.660 -2.899
C10 3.237 1.301 -3.088
C11 4.240 2.025 -2.462
N1 0.950 0.697 -2.969
N2 1.213 -0.437 -3.523
C12 0.155 -1.304 -3.425
C13 0.292 -2.564 -4.113
C14 -0.743 -3.433 -4.133
C15 -1.907 -3.227 -3.432
C16 -1.933 -2.030 -2.706
N3 -1.021 -1.007 -2.761
H1 4.841 3.955 -1.815
H2 2.480 4.909 -2.039
H3 1.072 2.697 -1.253
H4 3.367 0.412 -3.776
H5 5.281 1.641 -2.302
H6 1.223 -2.882 -4.539
H7 -0.612 -4.452 -4.558
H8 -2.688 -4.000 -3.312
H9 -3.146 -0.935 -1.640
F1 4.627 0.890 0.627
C17 5.154 -0.393 0.678
F2 5.008 -0.824 -0.630
F3 6.485 -0.295 0.838
C18 4.509 -1.277 1.692
C19 4.965 -2.592 1.937
C20 4.419 -3.329 2.992
N4 3.407 -2.870 3.682
C21 2.870 -1.678 3.377
C22 3.406 -0.803 2.453
H10 5.738 -3.037 1.330
H11 4.856 -4.340 3.235
H12 1.990 -1.439 4.003
H13 2.956 0.153 2.247
O6 -3.754 0.470 4.251
C23 -4.500 -0.257 3.349
C24 -5.060 -1.460 3.835
C25 -5.420 -2.408 2.866
C26 -5.317 -2.183 1.507
C27 -5.196 -0.900 1.082
C28 -4.698 0.122 1.948
C29 -4.716 1.490 1.567
O7 -3.120 -1.786 -2.150
O8 -5.113 2.192 0.652
H14 -3.408 1.392 4.012
H15 -5.089 -1.680 4.881
H16 -6.040 -3.275 3.179
H17 -5.614 -2.980 0.821
H18 -5.517 -0.486 0.129
O9 -0.601 2.847 -3.360
O10 0.541 3.687 -2.931

The calculation puts the highest occupied orbital energy (alpha / beta) at -6.54 / -6.48 eV. The value obtained for the LUMO energy (alpha / beta) is -0.144 / -0.144 hartree. The calculation puts the gap between HOMO and LUMO (alpha / beta) at 2.62 / 2.56 eV.

A molecular structure, C17H13N15O6SY, computed with ωB97M-V/def2-TZVPD.

Atoms and positions in Å:
Y1 0.695 -0.843 -0.113
C1 -1.865 -4.664 1.083
C2 -1.368 -3.349 0.571
N1 -0.364 -2.746 1.106
N2 0.181 -3.379 2.176
C3 1.198 -2.748 2.725
N3 1.752 -3.402 3.785
S1 1.940 -1.250 2.296
C4 -2.034 -2.697 -0.581
C5 -3.278 -3.125 -1.040
C6 -3.852 -2.498 -2.132
C7 -3.187 -1.453 -2.746
C8 -1.970 -1.060 -2.218
N4 -1.412 -1.661 -1.169
H1 -1.006 -5.293 1.311
H2 -2.495 -5.175 0.360
H3 -2.418 -4.535 2.017
H4 1.493 -4.368 3.900
H5 2.674 -3.121 4.066
H6 -3.800 -3.930 -0.548
H7 -4.817 -2.828 -2.495
H8 -3.595 -0.939 -3.605
H9 -1.419 -0.224 -2.626
N5 4.056 -1.297 -1.754
C9 3.248 -2.408 -1.667
N6 3.668 -3.623 -1.963
N7 2.582 -4.405 -1.775
N8 1.579 -3.709 -1.392
N9 1.959 -2.398 -1.310
C10 3.769 -0.032 -1.290
N10 4.599 0.989 -1.402
N11 3.937 2.016 -0.826
N12 2.787 1.640 -0.402
N13 2.635 0.314 -0.683
H10 5.006 -1.463 -2.035
O1 -0.274 1.210 -1.162
C11 -0.451 1.609 0.014
O2 -0.508 0.815 0.998
C12 -0.544 3.077 0.309
C13 -0.410 3.526 1.614
C14 -0.474 4.886 1.848
C15 -0.669 5.818 0.849
C16 -0.803 5.322 -0.433
C17 -0.731 3.976 -0.731
N14 -1.036 6.285 -1.529
O3 -1.192 5.839 -2.646
O4 -1.054 7.465 -1.247
N15 -0.342 5.379 3.236
O5 -0.369 6.581 3.409
O6 -0.239 4.557 4.118
H11 -0.259 2.823 2.420
H12 -0.716 6.874 1.059
H13 -0.809 3.623 -1.748

The calculation puts the highest occupied orbital energy at -5.33 eV. Its total charge is -1. The value obtained for the LUMO energy is 0.040 hartree. The calculation puts the gap between HOMO and LUMO at 6.40 eV.

2 unconnected molecules or ions with the total composition C4H9O3S, computed with ωB97M-V/def2-TZVPD.

Atoms and positions in Å:
O1 -1.454 -1.995 1.437
C1 -1.392 -1.141 0.507
O2 -1.928 -1.015 -0.566
C2 -0.245 -0.211 0.983
C3 -0.156 0.973 0.006
C4 0.718 2.060 0.485
S1 0.397 3.616 -0.439
H1 0.626 -0.818 0.788
H2 -0.229 0.022 2.020
H3 0.075 0.540 -0.936
H4 -1.159 1.389 -0.189
H5 0.495 2.144 1.467
H6 1.842 2.030 0.426
H7 1.173 4.482 0.230
H8 0.062 -3.646 -2.584
H9 0.531 -4.180 -1.356
O3 0.644 -4.252 -2.278

The calculation puts the highest occupied orbital energy at -3.84 eV. Its total charge is -1. The value obtained for the LUMO energy is 0.107 hartree. The calculation puts the gap between HOMO and LUMO at 6.75 eV.

A single C4H8F2P4 molecule, computed with ωB97M-V/def2-TZVPD.

Atoms and positions in Å:
C1 -3.179 2.794 0.853
P1 -3.125 1.251 1.348
P2 -3.133 0.464 -0.771
F1 -3.875 -0.975 -0.626
P3 -0.706 0.462 -0.660
C2 0.076 -1.038 -1.042
P4 1.735 -1.252 -0.304
C3 2.215 -2.013 1.138
C4 2.396 0.410 -0.426
F2 2.550 -1.978 -1.391
H1 -3.110 2.990 -0.171
H2 -3.072 3.546 1.647
H3 -0.485 -1.898 -1.246
H4 2.362 -3.100 0.961
H5 1.611 -1.687 1.962
H6 1.757 1.147 0.114
H7 2.630 0.699 -1.465
H8 3.351 0.179 0.079

The calculation puts the highest occupied orbital energy (alpha / beta) at -7.80 / -7.80 eV. The value obtained for the LUMO energy (alpha / beta) is -0.049 / -0.049 hartree. As for the SMILES: C=PP(F)#P=C[P@](=C)(C)F. The calculation puts the gap between HOMO and LUMO (alpha / beta) at 6.46 / 6.46 eV.